Entry 1:
ORCA calculation (wB97M-V/def2-TZVPD) on C12H14AlBI2N2O2 as an isolated structure.

Element x y z (Å)
C 1.688 0.184 2.477
C 2.032 -0.367 1.022
O 2.876 -1.337 0.988
N 1.598 0.139 -0.267
B 0.150 -0.034 -0.639
C -0.281 -1.525 -1.057
I 0.801 -3.328 -0.499
C -1.461 -1.731 -1.900
C -1.887 -3.235 -2.321
I -2.720 -0.165 -2.672
C -0.970 0.606 0.422
C -1.621 -0.254 1.561
C -2.687 0.461 2.456
C -2.955 1.952 2.155
N -2.364 2.760 1.148
C -1.413 2.083 0.332
C 2.144 1.482 -0.606
C 3.044 1.701 -1.929
O 1.897 2.487 0.088
H 1.306 1.271 2.470
H 0.947 -0.520 3.010
H 2.627 0.186 3.149
H -0.009 0.638 -1.628
H -2.926 -3.189 -2.821
H -1.186 -3.681 -3.108
H -2.029 -3.912 -1.401
H -1.318 -1.348 1.712
H -3.247 -0.071 3.290
H -3.727 2.470 2.835
H -0.903 2.712 -0.485
H 4.132 1.433 -1.691
H 3.018 2.803 -2.244
H 2.659 1.074 -2.818
Al 2.788 -1.744 -1.029

Values from the calculation:
- HOMO energy: -14.466 eV
- Calculated total energy: -1587.443850 Eh
- Charge: +2
- Energy above the lowest of the compared OMol25 structures with the same formula, charge and spin: 329.43 kJ/mol
- Gap between HOMO and LUMO: 3.03 eV
- M: 509.9 g/mol

These are the Löwdin partial charges, in e, on atoms 1 to 2: atom 1 (C): 0.055, atom 2 (C): -0.297

---

Entry 2:
ORCA calculation (wB97M-V/def2-TZVPD) on C12H14BBr2MnNO2S as an isolated structure.

Element x y z (Å)
Mn -1.278 -4.334 0.056
Br -1.913 -6.074 -1.672
C -3.152 -6.557 -0.254
Br -3.630 -4.977 0.773
H -2.649 -7.251 0.406
H -4.048 -6.952 -0.711
C 2.250 3.172 0.978
C 1.098 3.241 -0.023
C 0.045 4.222 0.514
C 1.645 3.755 -1.363
C 0.450 1.870 -0.241
C -0.638 1.769 -1.117
C -1.295 0.575 -1.380
C -0.813 -0.529 -0.723
O -1.265 -1.865 -0.780
B -0.407 -2.520 0.073
O 0.518 -1.732 0.658
C 0.247 -0.455 0.133
C 0.909 0.722 0.404
H 2.667 4.170 1.112
H 3.057 2.522 0.629
H 1.918 2.820 1.958
H 0.504 5.196 0.699
H -0.382 3.863 1.453
H -0.772 4.370 -0.196
H 2.143 4.716 -1.219
H 0.848 3.900 -2.096
H 2.371 3.056 -1.785
H -0.990 2.661 -1.620
H -2.134 0.520 -2.061
H 1.747 0.731 1.089
S 2.085 -4.876 3.026
C 0.894 -4.851 2.029
N -0.028 -4.877 1.250

Values from the calculation:
- Spin multiplicity: 5
- HOMO energy (alpha / beta): -11.674 / -11.711 eV
- Calculated total energy: -7392.762306 Eh
- Charge: +1
- Energy above the lowest of the compared OMol25 structures with the same formula, charge and spin: 29.44 kJ/mol
- Gap between HOMO and LUMO (alpha / beta): 6.64 / 7.43 eV
- M: 461.9 g/mol

These are the Löwdin partial charges, in e, on atoms 1 to 2: atom 1 (Mn): 0.483, atom 2 (Br): 0.808

---

Entry 3:
ORCA calculation (wB97M-V/def2-TZVPD) on C12H14BCl3N6O2Pt as an isolated structure.

Element x y z (Å)
H -2.877 -1.123 0.990
N -1.649 0.282 -0.043
B -0.731 2.291 -1.423
N -1.894 1.359 -0.876
C -3.214 1.354 -1.152
Pt 0.170 -0.171 0.605
H -3.619 2.050 -1.872
C -3.831 0.346 -0.407
H -4.872 0.093 -0.376
C -2.823 -0.295 0.302
H -1.138 3.223 -2.051
C 3.125 -2.469 1.512
H 3.148 -3.352 2.161
H 3.343 -1.576 2.101
H 3.909 -2.612 0.758
N 0.137 1.291 -2.268
N 0.233 2.695 -0.242
N 0.560 0.173 -1.625
N 0.587 1.705 0.640
C 0.604 1.279 -3.554
C 0.790 3.846 0.203
H 0.373 2.087 -4.249
H 0.725 4.770 -0.365
C 1.366 0.128 -3.709
C 1.417 3.600 1.434
C 1.303 -0.556 -2.474
C 1.219 2.252 1.710
H 1.882 -0.179 -4.607
H 1.936 4.297 2.069
H 1.713 -1.508 -2.163
H 1.436 1.638 2.574
H 2.131 -2.344 1.047
Cl 0.504 -5.029 2.542
C -0.959 -4.058 2.235
Cl -1.712 -4.604 0.716
Cl -2.091 -4.293 3.573
C -0.516 -2.542 2.166
O 0.007 -2.020 3.149
O -0.689 -2.028 0.967

Values from the calculation:
- Spin multiplicity: 5
- HOMO energy (alpha / beta): -14.967 / -15.107 eV
- Calculated total energy: -2468.637248 Eh
- Charge: +2
- Energy above the lowest of the compared OMol25 structures with the same formula, charge and spin: 87.07 kJ/mol
- Gap between HOMO and LUMO (alpha / beta): 8.64 / 2.19 eV
- M: 586.5 g/mol

These are the Löwdin partial charges, in e, on atoms 1 to 2: atom 1 (H): 0.112, atom 2 (N): -0.176

---

Entry 4:
ORCA calculation (wB97M-V/def2-TZVPD) on C12H14BCl3N6O2Ru as an isolated structure.

Element x y z (Å)
H -3.808 0.856 0.171
N -2.124 -0.300 -0.454
B -0.401 -2.341 -0.187
N -1.808 -1.649 -0.221
C -2.973 -2.307 -0.087
Ru -1.326 1.021 -1.691
H -2.955 -3.383 -0.115
C -4.011 -1.393 0.044
H -5.043 -1.626 0.188
C -3.420 -0.123 -0.049
H -0.558 -3.510 -0.417
C 3.535 2.774 1.748
H 3.760 3.586 1.073
H 2.593 2.323 1.479
H 4.316 2.032 1.693
N 0.473 -2.320 1.183
N 0.212 -1.665 -1.463
N 0.808 -1.088 1.697
N 0.071 -0.350 -1.942
C 1.002 -3.298 2.017
C 0.897 -2.342 -2.398
H 0.883 -4.370 1.834
H 0.962 -3.420 -2.325
C 1.656 -2.660 3.082
C 1.461 -1.439 -3.281
C 1.476 -1.258 2.828
C 0.990 -0.169 -2.935
H 2.175 -3.053 3.944
H 2.095 -1.697 -4.093
H 1.812 -0.354 3.376
H 1.238 0.828 -3.274
H 3.481 3.132 2.724
Cl 0.117 5.767 -1.363
C -1.104 4.834 -0.456
Cl -0.954 5.137 1.288
Cl -2.755 5.240 -1.010
C -0.922 3.277 -0.751
O 0.020 2.818 -1.447
O -1.870 2.490 -0.409

Values from the calculation:
- Spin multiplicity: 5
- HOMO energy (alpha / beta): -15.865 / -15.864 eV
- Calculated total energy: -2444.281240 Eh
- Charge: +2
- Gap between HOMO and LUMO (alpha / beta): 8.06 / 5.35 eV
- M: 492.5 g/mol

These are the Löwdin partial charges, in e, on atoms 1 to 2: atom 1 (H): 0.127, atom 2 (N): -0.130

---

Entry 5:
ORCA calculation (wB97M-V/def2-TZVPD) on C12H14BN9Pb as an isolated structure.

Element x y z (Å)
H 0.910 3.579 -0.105
N 0.500 1.905 -1.381
B 0.107 0.391 -3.452
N 0.464 1.752 -2.748
C 0.826 2.918 -3.329
Pb 1.315 0.932 0.806
H 0.879 3.022 -4.405
C 1.083 3.850 -2.315
H 1.403 4.858 -2.439
C 0.848 3.190 -1.111
H 0.317 0.440 -4.630
C -1.107 -1.970 1.220
H -1.017 -2.136 2.297
H -0.172 -2.100 0.668
H -1.994 -2.456 0.742
N -1.377 -0.009 -3.158
N 1.056 -0.665 -2.835
N -1.759 -0.161 -1.849
N 1.249 -0.790 -1.467
C -2.407 -0.245 -4.035
C 1.839 -1.551 -3.478
H -2.289 -0.171 -5.127
H 1.863 -1.597 -4.557
C -3.547 -0.563 -3.247
C 2.536 -2.309 -2.531
C -3.092 -0.470 -1.904
C 2.119 -1.813 -1.280
H -4.539 -0.820 -3.595
H 3.239 -3.094 -2.726
H -3.707 -0.603 -0.984
H 2.415 -2.148 -0.286
H -1.210 -0.933 1.017
N 2.184 -0.155 2.824
C 2.159 -0.031 3.999
N 2.179 0.040 5.273
C 1.266 0.651 5.978
N 0.500 1.204 6.688

Values from the calculation:
- HOMO energy (alpha / beta): -13.157 / -13.155 eV
- Calculated total energy: -1175.388375 Eh
- Charge: +2
- Gap between HOMO and LUMO (alpha / beta): 1.60 / 2.23 eV
- M: 502.3 g/mol

These are the Löwdin partial charges, in e, on atoms 1 to 2: atom 1 (H): 0.085, atom 2 (N): -0.178

---

Entry 6:
ORCA calculation (wB97M-V/def2-TZVPD) on a 2-piece molecular cluster, C12H14ClF3NO6S overall.

Element x y z (Å)
C -3.607 -2.483 2.143
C -2.141 -2.781 2.175
O -1.536 -1.477 2.097
C -0.303 -1.559 1.586
C 0.564 -0.339 1.949
Cl 1.149 -0.493 3.659
C -0.225 1.031 1.836
O 0.444 1.969 1.423
O -1.493 1.018 2.233
C -2.172 2.317 2.248
C -3.635 1.946 2.194
O 0.174 -2.488 0.947
H -4.186 -3.392 2.283
H -3.828 -1.754 2.926
H -3.860 -2.039 1.176
H -1.801 -3.200 3.128
H -1.799 -3.397 1.333
H -1.884 2.823 3.188
H -1.844 2.911 1.375
H -4.287 2.819 2.308
H -3.831 1.489 1.221
H -3.863 1.219 2.980
F 2.804 -2.617 1.323
C 2.919 -1.577 0.501
F 4.184 -1.082 0.581
F 2.706 -1.938 -0.805
S 1.775 -0.158 0.788
N 3.780 1.704 -0.150
C 3.987 2.114 -1.441
O 3.149 2.162 -2.335
C 5.456 2.543 -1.594
C 6.116 2.031 -0.330
C 4.924 1.742 0.609
O 5.003 1.544 1.818
H 5.886 2.142 -2.504
H 5.473 3.635 -1.659
H 6.639 1.092 -0.547
H 6.793 2.728 0.150

Values from the calculation:
- HOMO energy: -4.410 eV
- Calculated total energy: -2129.892731 Eh
- Charge: -1
- Energy above the lowest of the compared OMol25 structures with the same formula, charge and spin: 36.55 kJ/mol
- Gap between HOMO and LUMO: 6.83 eV
- M: 392.8 g/mol

These are the Löwdin partial charges, in e, on atoms 1 to 2: atom 1 (C): -0.069, atom 2 (C): -0.209